C19H16CrN2OS3 | wB97M-V/def2-TZVPD

Computed properties:
- lowest unoccupied orbital energy (spin up / spin down) (eV) = -11.957 / -11.471
- HOMO-LUMO gap (spin up / spin down) (eV) = 6.000 / 6.504
- ⟨S²⟩ = 0.762
- highest occupied orbital energy (spin up / spin down) (eV) = -17.96 / -17.97

```
! wB97M-V def2-TZVPD RIJCOSX def2/J DEFGRID3
* xyz 3 2
Cr 0.04743 1.01388 -0.00843
C 3.62101 0.61275 1.23276
C 2.52823 1.42193 0.62920
C 1.63952 2.16352 1.43599
C 0.69992 3.03188 0.87140
C 0.63866 3.19860 -0.53085
C 1.48042 2.44023 -1.34751
C 2.36633 1.51547 -0.77420
H 3.26759 -0.38301 1.52138
H 3.98991 1.08268 2.14432
H 4.44899 0.47980 0.53868
H 1.75542 2.13104 2.51306
H 0.11284 3.68081 1.51006
H 0.02869 3.98873 -0.95122
H 1.50184 2.61491 -2.41652
H 3.05584 0.98139 -1.41770
S -2.90970 0.97213 -1.85255
C -1.65719 -0.22424 -2.09543
N -0.51904 -0.24682 -1.40631
C 0.26618 -1.34214 -1.79048
C 1.47803 -1.73354 -1.22301
C 2.11721 -2.84855 -1.73023
C 1.56536 -3.57565 -2.78813
C 0.35757 -3.20751 -3.35309
C -0.28471 -2.09123 -2.83459
S -1.85343 -1.45233 -3.25622
H 1.89418 -1.17976 -0.38779
H 3.05926 -3.16556 -1.30354
H 2.08024 -4.44998 -3.16157
H -0.06943 -3.77730 -4.16790
O -0.55384 0.04498 1.42674
N -1.83715 -0.07568 1.82815
C -2.11231 -0.89295 2.85362
C -3.41392 -1.02501 3.29585
C -4.42592 -0.30461 2.67598
C -4.10959 0.54994 1.61981
C -2.80178 0.64022 1.20670
S -2.22960 1.76813 -0.06165
H -1.27147 -1.42043 3.28322
H -3.62387 -1.68320 4.12790
H -5.45112 -0.39158 3.01206
H -4.87660 1.13807 1.13204
*
```

natural (NBO) atomic charge list, values in e, 8 entries: 0.894, -0.669, 0.069, -0.170, -0.207, -0.207, -0.184, -0.126



C19H16HfN2O3 | wB97M-V/def2-TZVPD

Computed properties:
- lowest unoccupied orbital energy (eV) = -16.885
- HOMO-LUMO gap (eV) = 3.697
- highest occupied orbital energy (eV) = -20.58

```
! wB97M-V def2-TZVPD RIJCOSX def2/J DEFGRID3
* xyz 4 1
N 3.05358 -3.07812 2.76264
C 3.06408 -1.66777 2.61557
C 2.67650 -1.18080 1.17182
C 2.45018 -1.95227 0.12063
C 2.09550 -1.30133 -1.19269
O 2.50470 -1.68123 -2.23494
C 1.21647 -0.06519 -1.12425
C 0.24224 0.17001 -2.27328
O -1.03868 0.67505 -1.94474
C -2.00748 -0.10634 -1.39419
C -3.07096 0.61993 -0.82726
C -4.18093 0.02267 -0.26952
C -4.25790 -1.36598 -0.27505
C -3.23179 -2.07061 -0.86702
C -2.09357 -1.49432 -1.42969
C 1.42030 0.76531 -0.11049
C 0.78540 2.01616 0.12792
C 1.28360 3.24168 -0.37537
C 0.59365 4.38345 -0.07808
C -0.56830 4.28071 0.75000
N -1.07219 3.14322 1.25886
C -0.41604 2.05722 0.94335
C 2.58213 0.32189 0.97068
O 3.23218 1.10860 1.50432
H 3.75285 -3.52684 2.17204
H 2.16266 -3.50014 2.51841
H 4.07513 -1.30604 2.81631
H 2.35701 -1.26341 3.33799
H 2.53675 -3.02716 0.11661
H 0.16854 -0.73870 -2.87141
H 0.73139 0.89191 -2.92666
H -3.02149 1.70049 -0.83437
H -4.95905 0.64818 0.14008
H -5.11893 -1.87029 0.17680
H -3.33154 -3.17101 -0.86710
H -1.32410 -2.10853 -1.87411
H 2.18491 3.25280 -0.97384
H 0.89748 5.35340 -0.44691
H -1.08338 5.20106 1.00579
H -0.79823 1.11062 1.31408
Hf -4.49267 -4.48827 -0.63291
*
```

natural (NBO) atomic charge list, values in e, 8 entries: -0.569, -0.246, -0.035, -0.200, 0.496, -0.351, 0.000, -0.112



C19H16N2O2 | wB97M-V/def2-TZVPD

Computed properties:
- lowest unoccupied orbital energy (eV) = 0.189
- SMILES = C(=C\c1ccco1)/C1=NN(c2ccccc2)[C@H](c2ccco2)C1
- HOMO-LUMO gap (eV) = 7.413
- energy above the lowest of the compared OMol25 structures with the same formula, charge and spin (kcal per mole) = 99.0
- highest occupied orbital energy (eV) = -7.22

```
! wB97M-V def2-TZVPD RIJCOSX def2/J DEFGRID3
* xyz 0 1
N -0.83874 -0.44315 -0.08294
O -0.12570 2.37753 -4.57183
O 2.73909 -0.73332 2.62939
C -0.06219 -0.89448 -0.95790
C -0.12228 2.40267 -5.91234
C 3.79220 0.10060 2.72272
C -0.16458 1.17158 -6.43522
C 3.50986 1.08550 1.76306
C -0.36895 0.26092 -5.32608
C 2.33737 0.68553 0.99349
C -0.33186 1.06848 -4.23332
C 1.94490 -0.44368 1.61151
C -0.14596 -0.52811 -2.35930
C -0.38120 0.78540 -2.77641
C -3.14676 -0.09526 4.49296
C -1.76245 -0.43974 4.74560
C -3.48531 0.23674 3.14447
C -0.91624 -0.72874 3.63275
C -2.66219 -0.04083 2.03454
C -1.34541 -0.55252 2.24241
N -0.46947 -0.76232 1.16734
C 0.84243 -1.84398 -0.29928
C 0.87457 -1.38798 1.20181
H 0.18011 3.41184 -6.38528
H 4.69399 0.00267 3.37356
H -0.02903 0.82790 -7.43733
H 4.14208 1.97244 1.66007
H -0.43192 -0.79914 -5.42756
H 1.82173 1.04968 0.16029
H -0.07708 -1.35889 -2.95459
H -0.51130 1.58540 -2.11095
H -3.83444 -0.14380 5.34203
H -1.41334 -0.74848 5.71812
H -4.51437 0.60777 3.02079
H 0.11436 -1.00690 3.92512
H -3.01072 0.25050 1.04034
H 1.80816 -1.80660 -0.92505
H 0.53378 -2.88767 -0.27810
H 0.81686 -2.23755 1.85112
*
```

natural (NBO) atomic charge list, values in e, 8 entries: -0.198, -0.402, -0.404, 0.144, 0.093, 0.057, -0.315, -0.289



C19H16N4O2ReS3 | wB97M-V/def2-TZVPD

Computed properties:
- lowest unoccupied orbital energy (spin up / spin down) (eV) = -8.397 / -8.396
- HOMO-LUMO gap (spin up / spin down) (eV) = 5.346 / 5.310
- energy above the lowest of the compared OMol25 structures with the same formula, charge and spin (kcal per mole) = 94.6
- ⟨S²⟩ = 0.759
- highest occupied orbital energy (spin up / spin down) (eV) = -13.74 / -13.71

```
! wB97M-V def2-TZVPD RIJCOSX def2/J DEFGRID3
* xyz 2 2
Re 0.65504 -1.04793 -0.00262
O 3.30726 -1.09705 3.03998
C 2.79596 -0.89243 1.99304
O 1.51461 -1.24232 1.67697
C 3.42209 -0.21600 0.81530
C 4.70575 0.27709 0.83906
C 5.18558 0.89942 -0.30651
C 4.35573 1.00079 -1.41149
C 3.07736 0.47274 -1.35589
N 2.61679 -0.13670 -0.25714
H 5.29766 0.16554 1.73699
H 6.19078 1.29754 -0.33479
H 4.69230 1.47603 -2.32176
H 2.40556 0.51616 -2.20102
S 0.65667 -1.62662 -2.19719
C -0.63532 -0.39389 -2.20131
C -1.74734 -0.49218 -2.95888
C -3.06910 0.00784 -2.63529
C -3.52122 0.36157 -1.42471
C -2.69149 0.33696 -0.15869
N -0.35603 0.31445 -1.04690
H -1.65963 -1.09862 -3.85122
H -3.77542 0.03544 -3.45720
H -4.54644 0.69263 -1.31802
H -3.23998 0.88890 0.60823
C -0.39696 3.46276 2.37344
C -0.80294 2.72254 1.15866
N -0.82403 1.49855 0.92152
C -1.35051 1.10626 -0.36752
C -1.62924 2.37472 -1.15096
S -1.38891 3.73356 -0.32331
C -2.47310 -1.06343 0.41060
C -3.51768 -1.80977 0.83209
S -3.00433 -3.34645 1.37494
C -1.40251 -2.95802 1.03258
N -1.25255 -1.73017 0.53827
C -0.26564 -3.88908 1.27017
H -0.05508 2.75668 3.12628
H -1.24330 4.02964 2.76666
H 0.39894 4.17237 2.14127
H -1.95880 2.35858 -2.18260
H -4.55993 -1.53400 0.83383
H -0.61729 -4.91201 1.38604
H 0.28237 -3.60262 2.16934
H 0.42434 -3.86948 0.41974
*
```

natural (NBO) atomic charge list, values in e, 8 entries: 1.324, -0.454, 0.761, -0.694, 0.079, -0.171, -0.108, -0.213



C19H16N4S | wB97M-V/def2-TZVPD

Computed properties:
- lowest unoccupied orbital energy (eV) = 0.040
- SMILES = C=CCn1c(SCc2ccc(C#N)cc2)nnc1-c1ccccc1
- HOMO-LUMO gap (eV) = 8.966
- energy above the lowest of the compared OMol25 structures with the same formula, charge and spin (kcal per mole) = 26.8
- highest occupied orbital energy (eV) = -8.93

```
! wB97M-V def2-TZVPD RIJCOSX def2/J DEFGRID3
* xyz 0 1
C -3.53682 0.95753 -1.67570
C -3.10512 -0.04392 -0.93476
C -1.65933 -0.44552 -0.84643
N -1.14524 -0.13854 0.46588
C -1.38486 -0.83788 1.61688
N -0.90187 -0.20653 2.64877
N -0.34631 0.92436 2.20545
C -0.48757 0.97775 0.90481
C 0.03623 2.03478 0.04971
C -0.24347 3.36476 0.34710
C 0.27003 4.37269 -0.44765
C 1.07237 4.06377 -1.53424
C 1.37073 2.74212 -1.82101
C 0.85501 1.72869 -1.03426
H 1.11969 0.70144 -1.24374
H 2.01460 2.49558 -2.65173
H 1.47459 4.85304 -2.15152
H 0.04731 5.40357 -0.21615
H -0.86129 3.59166 1.20195
S -2.07985 -2.44090 1.61934
C -0.56261 -3.32050 2.20773
C 0.58309 -2.83273 1.38966
C 1.47230 -1.89788 1.91324
C 2.42545 -1.30784 1.10700
C 2.50573 -1.66003 -0.24036
C 1.64375 -2.62666 -0.76347
C 0.68995 -3.20107 0.04999
H 0.00096 -3.92818 -0.35606
H 1.71859 -2.90352 -1.80500
C 3.43485 -1.01802 -1.09058
N 4.16365 -0.48570 -1.79774
H 3.09320 -0.56019 1.50743
H 1.39342 -1.60611 2.94945
H -0.77822 -4.37685 2.05674
H -0.44487 -3.09601 3.26589
H -1.06774 0.09356 -1.58804
H -1.55837 -1.52547 -1.00167
H -3.77735 -0.61723 -0.31062
H -4.57675 1.23223 -1.70734
H -2.86781 1.53973 -2.28896
*
```

natural (NBO) atomic charge list, values in e, 8 entries: -0.362, -0.195, -0.261, -0.362, 0.145, -0.288, -0.279, 0.303